No. 1
# C48H122F6N10O14Sr

C48H122F6N10O14Sr as an isolated structure (ωB97M-V/def2-TZVPD, the Open Molecules 2025 dataset).

The HOMO-LUMO gap comes out at 7.32 eV. Its total energy is -4132.64363 Ha. The calculation puts the energy relative to the best compared isomer or geometry (same formula, charge and spin) at 0.6 kcal/mol.

```
! RIJCOSX wB97M-V def2-TZVPD def2/J DEFGRID3
* xyz 0 1
Sr -3.3388 -16.2799 -31.6965
C -0.9871 -17.6400 -29.0216
O -2.0079 -18.6657 -28.9151
O -1.3253 -16.9589 -30.1754
C -0.6767 -16.8703 -27.7350
F -0.0519 -17.6390 -26.8250
F 0.1368 -15.8132 -27.9634
F -1.7793 -16.4576 -27.1498
C -1.8395 -19.8171 -28.1325
C -2.9808 -20.8446 -28.5034
H -2.6772 -21.1052 -29.5173
H -2.9531 -21.6865 -27.8117
H -3.9308 -20.3102 -28.5047
H -1.9693 -19.6126 -27.0697
H -0.8915 -20.3487 -28.0506
H -0.1106 -18.2832 -29.0994
C -6.0725 -16.3771 -29.2039
O -6.9526 -17.3838 -29.6431
O -5.7467 -15.7346 -30.4136
C -6.7224 -15.6204 -27.9663
F -7.8796 -15.0950 -28.3554
F -6.9059 -16.3851 -26.8654
F -5.9390 -14.6393 -27.5597
C -6.8770 -18.6886 -28.9804
C -7.5300 -19.7907 -29.8613
H -7.2839 -20.7734 -29.4589
H -8.6056 -19.6365 -29.7748
H -7.2742 -19.7511 -30.9201
H -7.3398 -18.6222 -27.9958
H -5.8605 -18.9756 -28.7114
H -5.1326 -16.8468 -28.9139
C -1.3384 -26.8235 -30.8557
C -2.4036 -26.1833 -31.7180
C -2.2037 -24.6736 -32.0191
O -1.9417 -23.8630 -30.8076
C -2.9517 -23.8327 -29.8610
N -2.6970 -26.9227 -32.9369
H -0.3604 -26.4172 -31.1138
H -1.2891 -27.9117 -30.8155
H -1.4627 -26.4141 -29.8532
H -3.3013 -26.3226 -31.1156
H -2.9480 -24.2588 -32.6989
H -1.2645 -24.5494 -32.5583
H -3.4064 -24.7895 -29.6046
H -3.6884 -23.0922 -30.1726
H -2.4356 -23.4886 -28.9647
H -3.2503 -26.3767 -33.5817
H -1.8409 -26.9804 -33.4697
C -0.2592 -17.6531 -22.0351
C -1.4149 -17.7031 -23.0164
C -2.7457 -17.1391 -22.4319
O -3.7556 -17.1606 -23.4617
C -4.8863 -16.3268 -23.1654
N -1.0823 -16.9264 -24.2521
H 0.6481 -17.9890 -22.5372
H -0.4328 -18.1512 -21.0812
H -0.0589 -16.6074 -21.8012
H -1.5995 -18.6923 -23.4354
H -2.5962 -16.1204 -22.0743
H -3.0391 -17.7333 -21.5665
H -4.4789 -15.3216 -23.0576
H -5.3564 -16.6487 -22.2362
H -5.5188 -16.2669 -24.0511
H -0.3239 -17.3141 -24.7949
H -1.9263 -17.0046 -24.8013
C -8.5991 -22.3112 -25.3980
C -7.2240 -22.6402 -25.9177
C -6.1294 -21.7029 -25.3683
O -6.3693 -20.4428 -25.9466
C -5.5863 -19.3766 -25.3801
N -7.0046 -23.9290 -25.2758
H -9.3113 -23.0650 -25.7337
H -8.9317 -21.3876 -25.8718
H -8.7302 -22.1584 -24.3268
H -7.1182 -22.6249 -27.0024
H -5.1531 -22.1088 -25.6333
H -6.1853 -21.5774 -24.2870
H -5.8016 -18.4533 -25.9180
H -4.5521 -19.5382 -25.6839
H -5.7977 -19.1940 -24.3265
H -6.1054 -24.2191 -25.6327
H -6.9226 -23.7888 -24.2790
C 4.8447 -20.1972 -28.8071
C 4.0559 -20.5340 -27.5550
C 3.0969 -19.4700 -27.0029
O 3.8426 -18.3445 -26.5295
C 3.0997 -17.1781 -26.1566
N 3.3448 -21.8076 -27.8726
H 5.2489 -21.1116 -29.2414
H 5.7536 -19.6543 -28.5479
H 4.4133 -19.6032 -29.6129
H 4.7686 -20.7100 -26.7492
H 2.4499 -19.9555 -26.2723
H 2.4683 -19.0786 -27.8027
H 3.9231 -16.5325 -25.8512
H 2.3619 -17.3842 -25.3811
H 2.6347 -16.7077 -27.0229
H 2.6143 -21.5258 -28.5106
H 2.9074 -22.1525 -27.0300
C 5.4349 -12.5765 -29.3229
C 4.9265 -11.3142 -28.5384
C 3.9409 -11.6430 -27.3597
O 2.7786 -12.2335 -27.8930
C 2.0371 -12.9638 -27.0287
N 6.1114 -10.6652 -27.9358
H 5.9570 -13.3239 -28.7254
H 6.0279 -12.1837 -30.1488
H 4.5308 -13.0960 -29.6404
H 4.5039 -10.5766 -29.2207
H 3.6280 -10.6944 -26.9234
H 4.4254 -12.3538 -26.6903
H 2.5073 -13.8268 -26.5571
H 1.1772 -13.3863 -27.5485
H 1.6155 -12.3530 -26.2305
H 5.7131 -9.9031 -27.4060
H 6.6007 -10.1479 -28.6521
C -2.6083 -13.8064 -29.1190
C -2.7588 -13.0421 -30.4649
C -1.9681 -11.7036 -30.4915
O -2.3388 -10.9002 -31.6212
C -1.7508 -9.6474 -31.7026
N -2.3261 -13.9700 -31.5108
H -2.6722 -13.1460 -28.2542
H -1.6656 -14.3192 -28.9282
H -3.3761 -14.5796 -29.0917
H -3.7799 -12.8272 -30.7798
H -0.8942 -11.8801 -30.5527
H -2.2089 -11.0987 -29.6172
H -2.2706 -9.0703 -32.4674
H -0.6844 -9.7989 -31.8697
H -1.8690 -9.1579 -30.7359
H -1.3276 -14.0181 -31.3670
H -2.4271 -13.4667 -32.3806
C -4.2973 -21.0047 -32.0763
C -3.7524 -19.6078 -32.0398
C -3.1336 -19.1907 -33.3657
O -2.2534 -18.0779 -33.1124
C -0.9043 -18.4493 -33.0407
N -4.6886 -18.5632 -31.5402
H -4.8564 -21.2654 -32.9750
H -4.9155 -21.1923 -31.1984
H -3.4037 -21.6110 -31.9278
H -2.9198 -19.7129 -31.3442
H -3.8095 -18.7628 -34.1062
H -2.6723 -20.0334 -33.8805
H -0.2729 -17.5623 -32.9892
H -0.5442 -18.8688 -33.9801
H -0.7117 -19.1924 -32.2668
H -5.5242 -18.7478 -32.0765
H -5.0175 -19.0073 -30.6948
C -2.9605 -14.0020 -24.8895
C -1.5798 -13.4089 -25.1606
C -1.5555 -11.8566 -25.4507
O -1.9350 -11.4361 -26.7054
C -2.2619 -10.0216 -26.7580
N -0.7543 -13.9088 -24.0310
H -3.6636 -13.7947 -25.6963
H -3.4640 -13.6469 -23.9903
H -2.8864 -15.0895 -24.8917
H -1.2315 -13.9085 -26.0646
H -0.5090 -11.5519 -25.4433
H -2.0486 -11.3837 -24.6014
H -3.2423 -9.7808 -26.3472
H -2.3243 -9.7356 -27.8079
H -1.4395 -9.4178 -26.3744
H 0.2016 -13.8630 -24.3537
H -0.9312 -14.9013 -23.9683
C 2.6145 -13.5777 -31.5603
C 2.0673 -15.0447 -31.3674
C 2.7184 -15.8560 -30.2179
O 4.0878 -16.0493 -30.5094
C 4.8816 -16.2636 -29.3675
N 0.6788 -14.8096 -31.0238
H 2.4623 -12.9363 -30.6923
H 2.1780 -13.0688 -32.4197
H 3.6785 -13.7110 -31.7561
H 2.2874 -15.5935 -32.2831
H 2.2325 -16.8217 -30.0784
H 2.5990 -15.2894 -29.2944
H 5.0358 -15.3437 -28.8035
H 5.8368 -16.5725 -29.7921
H 4.4596 -17.0461 -28.7368
H 0.7041 -14.2548 -30.1802
H 0.2227 -15.7022 -30.9000
C 2.7717 -19.2968 -31.9176
C 2.9243 -20.7746 -32.0331
C 1.6607 -21.5818 -31.5893
O 1.5026 -21.5615 -30.1357
C 0.3777 -22.3299 -29.7313
N 3.3269 -21.1363 -33.3907
H 2.1195 -18.8587 -32.6732
H 3.7187 -18.7639 -31.8326
H 2.1259 -18.9989 -31.0916
H 3.7879 -21.0985 -31.4523
H 1.7046 -22.6293 -31.8876
H 0.8873 -21.1001 -32.1875
H 0.4365 -23.3371 -30.1441
H -0.4606 -21.7871 -30.1680
H 0.2432 -22.4059 -28.6523
H 2.5248 -21.1381 -34.0045
H 3.6085 -22.1058 -33.4169
*
```

Here are the Löwdin charges for atoms 1 to 99, given in e: 1.5631 -0.4016 -0.0906 -0.3025 -0.5692 0.1123 0.1224 0.1727 -0.2646 -0.0416 0.0396 0.0736 0.0652 0.0994 0.1011 0.1370 -0.4579 -0.1053 -0.3283 -0.5726 0.1581 0.1165 0.1444 -0.2337 -0.0558 0.0653 0.0749 0.0551 0.1030 0.0819 0.1242 -0.0493 -0.4592 -0.1311 -0.2293 -0.1363 0.0367 0.0771 0.0861 0.0731 0.1191 0.1120 0.1196 0.0885 0.0688 0.0781 0.0632 0.0686 -0.0590 -0.3898 -0.1697 -0.2276 -0.0824 0.0398 0.0721 0.0784 0.0781 0.1299 0.1234 0.1222 0.0595 0.0906 0.0887 0.0543 0.0480 -0.0804 -0.4262 -0.2245 -0.2066 -0.0726 0.0184 0.0780 0.0727 0.0855 0.1426 0.1152 0.1232 0.0664 0.0831 0.0899 0.0611 0.0719 -0.0631 -0.3973 -0.1929 -0.2021 -0.0917 0.0490 0.0761 0.0740 0.0569 0.1359 0.1192 0.1140 0.0927 0.0796 0.0592 0.0244 0.0600

No. 2
# C2H7NO2

A 2-piece molecular cluster, C2H7NO2 overall (ωB97M-V/def2-TZVPD, the Open Molecules 2025 dataset).

The HOMO-LUMO gap (alpha / beta) comes out at 10.33 / 5.43 eV. Its total energy is -285.27612 Ha. The calculation puts the energy relative to the best compared isomer or geometry (same formula, charge and spin) at 26.5 kcal/mol.

```
! RIJCOSX wB97M-V def2-TZVPD def2/J DEFGRID3
* xyz 1 2
C 0.5091 0.4144 0.1260
C -0.7732 1.1036 0.5250
N -1.8362 0.8765 -0.2499
O -0.9039 1.9048 1.4567
H 1.1132 1.1416 -0.4197
H 0.3083 -0.5903 -0.2160
H 1.2077 0.2754 0.9774
H -1.7854 0.3021 -1.0829
H -2.6627 1.4682 -0.2894
H 1.0780 -2.6931 0.1001
H 1.9110 -1.6289 -0.4202
O 1.8341 -2.5745 -0.5072
*
```

Löwdin atomic charges, in units of e: 0.0662 -0.3899 0.2546 0.3922 0.1362 0.0833 0.1297 0.1572 0.1637 0.0506 -0.0134 -0.0305

No. 3
# C2H11N2O2

A 3-piece molecular cluster, C2H11N2O2 overall (ωB97M-V/def2-TZVPD, the Open Molecules 2025 dataset).

The HOMO-LUMO gap comes out at 9.83 eV. Its total energy is -342.51638 Ha. The calculation puts the energy relative to the best compared isomer or geometry (same formula, charge and spin) at 45.2 kcal/mol.

```
! RIJCOSX wB97M-V def2-TZVPD def2/J DEFGRID3
* xyz 1 1
C -0.8327 -0.9065 -1.1822
C -1.5908 0.1560 -1.5940
N -1.7356 1.2592 -0.7925
N 0.0912 -0.6526 -0.0574
H -1.3338 -1.8657 -1.0926
H -1.9455 0.2006 -2.6187
H -2.1503 2.0917 -1.1812
H -2.2004 1.0626 0.0860
H -0.3979 -0.8387 0.8191
H 0.4780 0.3187 -0.0092
H 0.8549 -1.3285 -0.0066
H 1.7677 -1.5785 2.7667
H 2.6287 -2.3932 1.8348
O 2.0307 -1.6359 1.8405
H 0.8504 2.5434 0.3837
H 2.2008 1.8767 0.2759
O 1.2847 1.6905 0.5277
*
```

Löwdin atomic charges, in units of e: -0.0892 -0.1554 0.0764 0.1354 0.1198 0.1256 0.1065 0.1175 0.1524 0.0828 0.1286 0.0592 0.0617 -0.0460 0.0753 0.0861 -0.0367

No. 4
# C24H42O9S

A 7-piece molecular cluster, C24H42O9S overall (ωB97M-V/def2-TZVPD, the Open Molecules 2025 dataset).

The HOMO-LUMO gap comes out at 9.59 eV. Its total energy is -2015.01091 Ha.

```
! RIJCOSX wB97M-V def2-TZVPD def2/J DEFGRID3
* xyz 0 1
O 1.0902 -0.3243 -1.1932
S 1.3059 1.0714 -0.8621
O -0.0416 1.5689 -0.1322
O 2.3510 1.0839 0.3979
C 1.9798 0.3251 1.5205
C 1.3406 0.9462 2.5842
C 0.9834 0.1644 3.6827
C 1.2532 -1.1898 3.7055
C 1.9060 -1.7877 2.6331
C 2.2760 -1.0264 1.5322
H -0.3556 0.8453 0.4421
H 1.1236 2.0104 2.5763
H 0.4970 0.6447 4.5229
H 0.9665 -1.7828 4.5644
H 2.1272 -2.8481 2.6368
H 2.7748 -1.4615 0.6752
C 5.1180 2.3226 6.0870
C 4.5547 1.3889 5.0413
O 3.6466 0.6319 5.2845
C 5.1768 1.4513 3.6665
H 4.5868 2.1837 7.0254
H 6.1799 2.1203 6.2363
H 5.0129 3.3581 5.7591
H 6.2412 1.2165 3.7245
H 5.0722 2.4561 3.2534
H 4.6805 0.7386 3.0113
C -0.6375 -5.5719 -2.7258
C -0.0462 -4.7145 -1.6320
O 0.3415 -5.2022 -0.5916
C 0.0324 -3.2381 -1.9020
H -0.6376 -6.6157 -2.4173
H -1.6608 -5.2541 -2.9368
H -0.0491 -5.4551 -3.6370
H -0.9662 -2.8376 -2.0892
H 0.6520 -3.0607 -2.7811
H 0.4665 -2.7293 -1.0465
C 0.9678 -3.1372 -7.3771
C 1.3778 -3.9033 -6.1435
O 1.1258 -3.4983 -5.0329
C 2.1174 -5.2007 -6.3642
H 0.4469 -2.2284 -7.0869
H 1.8489 -2.8796 -7.9671
H 0.3124 -3.7508 -7.9973
H 3.0390 -5.0159 -6.9183
H 1.5027 -5.8871 -6.9490
H 2.3575 -5.6548 -5.4057
C -1.6813 5.6601 2.7087
C -1.2201 4.3103 2.2371
O -0.1279 3.8631 2.5075
C -2.1790 3.5178 1.3794
H -0.9018 6.1264 3.3071
H -1.9117 6.2903 1.8462
H -2.5868 5.5544 3.3098
H -2.4116 4.0753 0.4707
H -3.1086 3.3298 1.9198
H -1.7079 2.5764 1.1179
C -3.4487 7.4233 -1.6964
C -2.7296 8.2862 -0.6892
O -2.2598 7.8224 0.3241
C -2.6237 9.7566 -1.0073
H -3.4590 6.3906 -1.3569
H -4.4741 7.7738 -1.8241
H -2.9479 7.4822 -2.6640
H -3.6202 10.1890 -1.1108
H -2.0942 9.8969 -1.9510
H -2.0876 10.2665 -0.2111
C -4.0858 -7.3073 0.0574
C -4.0692 -5.8249 -0.2327
O -4.7935 -5.3349 -1.0675
C -3.0946 -4.9973 0.5663
H -4.8194 -7.7973 -0.5782
H -3.0982 -7.7333 -0.1275
H -4.3374 -7.4807 1.1050
H -2.0772 -5.3504 0.3849
H -3.3100 -5.0834 1.6325
H -3.1720 -3.9540 0.2681
*
```

Löwdin atomic charges, in units of e: -0.4113 0.9370 -0.2762 -0.2796 -0.3435 -0.0205 -0.0804 -0.0883 -0.0622 -0.0264 0.0773 0.0964 0.1107 0.1046 0.1072 0.1205 -0.0252 -0.4970 0.0726 -0.0150 0.0795 0.0825 0.0839 0.0841 0.0881 0.0726 -0.0163 -0.5024 0.0448 -0.0203 0.0786 0.0865 0.0634 0.0941 0.0647 0.0589 -0.0211 -0.4938 0.0619 -0.0215 0.0823 0.0851 0.0855 0.0853 0.0860 0.0810 -0.0168 -0.4815 0.0575 -0.0093 0.0846 0.0508 0.0885 0.0847 0.0880 0.0497 -0.0179 -0.4907 0.0608 -0.0212 0.0753 0.0866 0.0871 0.0859 0.0861 0.0823 -0.0244 -0.5085 0.0611 -0.0175 0.0795 0.0834 0.0833 0.0692 0.0862 0.0830

In the order shown, the computed strongest force on any atom values come out to 3.46 3.49 1.55 0.43 eV/A.
In the order shown, the computed molar mass values come out to 1265.17 77.08 95.12 506.66 Da.